Record 1
{"formula": "C5H9NO2S", "method": "the ωB97M-V functional and the def2-TZVPD basis", "symbols": ["C", "C", "S", "O", "O", "C", "C", "C", "N", "H", "H", "H", "H", "H", "H", "H", "H", "H"], "positions_angstrom": [[0.982, -1.909, 0.916], [-0.005, -1.751, -0.216], [0.270, -0.173, -1.091], [1.632, 0.257, -0.943], [-0.243, -0.319, -2.427], [-0.834, 1.066, -0.309], [-0.316, 2.461, -0.457], [-0.912, 0.692, 1.424], [-0.965, 0.461, 2.579], [0.816, -2.845, 1.444], [1.991, -1.904, 0.514], [0.891, -1.088, 1.623], [-1.043, -1.735, 0.106], [0.121, -2.514, -0.981], [-1.847, 0.890, -0.660], [-0.196, 2.677, -1.518], [0.659, 2.548, 0.017], [-1.002, 3.186, -0.020]], "forces_ev_per_angstrom": [[0.18, 0.06, 0.13], [0.15, 0.75, -0.09], [-0.15, -0.60, -0.38], [-0.03, 0.09, 0.49], [-0.35, 0.09, -0.03], [-0.05, -1.34, 4.12], [0.22, 0.24, -0.12], [-0.05, 0.17, -0.51], [0.12, 0.71, -3.43], [-0.06, -0.05, 0.01], [0.09, -0.04, 0.06], [0.07, -0.12, 0.09], [-0.11, -0.05, 0.00], [-0.05, 0.10, -0.19], [0.05, -0.05, -0.02], [-0.02, 0.06, -0.08], [0.00, 0.05, -0.02], [0.00, -0.09, -0.02]], "lowdin_charge": [-0.129, -0.280, 0.651, -0.293, -0.316, -0.302, -0.110, -0.128, 0.109, 0.084, 0.077, 0.049, 0.096, 0.102, 0.112, 0.095, 0.089, 0.093], "de_lowest_ev": 2.202}

---

Record 2
{"formula": "C103H61NO14", "method": "the ωB97M-V functional and the def2-TZVPD basis", "symbols": ["O", "C", "C", "C", "C", "C", "C", "C", "C", "O", "C", "C", "C", "C", "C", "C", "H", "H", "H", "H", "H", "H", "H", "H", "O", "C", "C", "C", "C", "C", "C", "C", "C", "O", "C", "C", "C", "C", "C", "C", "H", "H", "H", "H", "H", "H", "H", "H", "O", "C", "C", "C", "C", "C", "C", "C", "C", "O", "C", "C", "C", "C", "C", "C", "H", "H", "H", "H", "H", "H", "H", "H", "O", "C", "C", "C", "C", "C", "C", "C", "C", "O", "C", "C", "C", "C", "C", "C", "H", "H", "H", "H", "H", "H", "H", "H", "O", "C", "C", "C", "C", "C", "C", "C", "C", "O", "C", "C", "C", "C", "C", "C", "H", "H", "H", "H", "H", "H", "H", "H", "O", "C", "C", "C", "C", "C", "C", "C", "C", "O", "C", "C", "C", "C", "C", "C", "H", "H", "H", "H", "H", "H", "H", "H", "O", "C", "C", "C", "C", "C", "C", "C", "C", "O", "C", "C", "C", "C", "C", "C", "H", "H", "H", "H", "H", "H", "H", "H", "C", "C", "C", "N", "C", "C", "H", "H", "H", "H", "H"], "positions_angstrom": [[4.018, 3.455, -6.274], [3.665, 2.291, -6.344], [3.526, 1.446, -5.158], [3.786, 1.948, -3.915], [3.571, 1.111, -2.841], [3.041, -0.130, -2.947], [2.720, -0.604, -4.197], [2.966, 0.174, -5.274], [2.814, -0.411, -6.619], [2.599, -1.596, -6.745], [2.878, 0.457, -7.827], [2.393, -0.078, -9.029], [2.433, 0.792, -10.109], [2.852, 2.139, -10.022], [3.303, 2.650, -8.802], [3.210, 1.791, -7.709], [4.305, 2.890, -3.862], [3.821, 1.417, -1.831], [2.719, -0.640, -2.032], [2.357, -1.632, -4.397], [2.019, -1.105, -9.144], [2.198, 0.223, -11.007], [2.806, 2.747, -10.958], [3.602, 3.710, -8.681], [-2.689, -4.442, 6.649], [-2.486, -4.704, 5.474], [-1.820, -3.839, 4.531], [-1.279, -2.599, 5.047], [-0.674, -1.776, 4.137], [-0.509, -2.129, 2.803], [-1.035, -3.303, 2.340], [-1.662, -4.156, 3.208], [-2.367, -5.348, 2.676], [-2.333, -5.569, 1.472], [-2.919, -6.320, 3.650], [-3.222, -7.562, 3.179], [-3.672, -8.531, 4.076], [-3.675, -8.282, 5.464], [-3.245, -7.039, 5.952], [-2.822, -6.079, 5.044], [-1.431, -2.321, 6.063], [-0.263, -0.852, 4.393], [0.084, -1.496, 2.167], [-0.978, -3.632, 1.300], [-3.088, -7.901, 2.129], [-4.048, -9.452, 3.618], [-4.047, -8.956, 6.192], [-3.371, -6.790, 7.020], [6.117, 2.257, 6.938], [5.677, 2.074, 5.802], [4.646, 1.054, 5.557], [4.332, 0.103, 6.544], [3.375, -0.860, 6.281], [2.747, -0.936, 5.096], [2.888, 0.081, 4.178], [3.927, 1.037, 4.396], [4.320, 1.993, 3.315], [3.725, 1.993, 2.237], [5.477, 2.917, 3.506], [5.722, 3.767, 2.452], [6.808, 4.623, 2.595], [7.592, 4.606, 3.770], [7.262, 3.792, 4.841], [6.210, 2.937, 4.694], [4.854, 0.143, 7.517], [3.108, -1.536, 7.130], [1.975, -1.660, 4.823], [2.281, 0.059, 3.294], [5.109, 3.615, 1.555], [7.115, 5.264, 1.786], [8.322, 5.378, 3.761], [7.879, 3.851, 5.743], [6.164, -4.463, -0.960], [5.402, -3.818, -0.233], [5.414, -2.327, -0.321], [6.448, -1.741, -1.006], [6.455, -0.337, -1.140], [5.565, 0.415, -0.388], [4.569, -0.185, 0.361], [4.469, -1.553, 0.297], [3.448, -2.170, 1.133], [2.554, -1.499, 1.590], [3.517, -3.614, 1.385], [2.539, -4.264, 2.190], [2.744, -5.579, 2.544], [3.731, -6.395, 1.957], [4.603, -5.798, 1.039], [4.497, -4.439, 0.746], [7.145, -2.303, -1.574], [7.220, 0.199, -1.687], [5.544, 1.526, -0.332], [3.800, 0.284, 0.909], [1.818, -3.643, 2.782], [2.037, -5.981, 3.212], [3.951, -7.483, 2.245], [5.228, -6.505, 0.598], [-0.410, 1.386, 4.886], [-0.614, 2.502, 4.455], [0.452, 3.519, 4.633], [1.613, 3.207, 5.336], [2.613, 4.123, 5.524], [2.587, 5.337, 4.810], [1.488, 5.606, 4.044], [0.405, 4.731, 3.974], [-0.800, 5.101, 3.229], [-0.938, 6.236, 2.830], [-1.851, 4.011, 2.993], [-2.858, 4.264, 2.086], [-3.747, 3.245, 1.786], [-3.712, 2.000, 2.479], [-2.587, 1.692, 3.207], [-1.785, 2.771, 3.592], [1.622, 2.247, 5.844], [3.446, 3.856, 6.184], [3.436, 5.938, 4.769], [1.316, 6.466, 3.412], [-2.876, 5.243, 1.699], [-4.525, 3.426, 1.038], [-4.519, 1.304, 2.185], [-2.491, 0.707, 3.543], [-4.341, 2.580, -5.777], [-4.388, 1.396, -5.453], [-3.151, 0.647, -5.285], [-1.886, 1.153, -5.104], [-0.764, 0.391, -4.943], [-0.882, -0.972, -4.858], [-2.106, -1.588, -4.951], [-3.238, -0.782, -5.198], [-4.595, -1.474, -5.143], [-4.755, -2.696, -5.229], [-5.719, -0.570, -4.849], [-6.862, -1.190, -4.276], [-7.948, -0.391, -4.036], [-7.884, 0.970, -4.271], [-6.768, 1.604, -4.692], [-5.697, 0.807, -5.073], [-1.746, 2.267, -5.021], [0.226, 0.838, -4.923], [0.042, -1.587, -4.648], [-2.309, -2.603, -4.866], [-6.845, -2.281, -4.085], [-8.789, -0.909, -3.623], [-8.721, 1.597, -4.004], [-6.663, 2.670, -4.939], [-7.836, 2.045, -1.140], [-6.864, 1.309, -1.133], [-7.032, -0.186, -0.987], [-8.337, -0.649, -0.751], [-8.516, -1.998, -0.657], [-7.398, -2.852, -0.965], [-6.164, -2.386, -1.164], [-5.962, -0.997, -1.155], [-4.597, -0.496, -1.566], [-3.744, -1.278, -1.757], [-4.407, 1.001, -1.637], [-3.226, 1.548, -2.162], [-3.161, 2.884, -2.389], [-4.266, 3.763, -2.105], [-5.398, 3.253, -1.550], [-5.543, 1.827, -1.396], [-9.029, 0.159, -0.775], [-9.442, -2.486, -0.444], [-7.602, -3.913, -1.038], [-5.250, -2.987, -1.362], [-2.498, 0.839, -2.534], [-2.257, 3.245, -2.825], [-4.131, 4.850, -2.272], [-6.174, 3.957, -1.310], [1.118, 2.785, 0.653], [1.065, 1.443, 0.455], [0.800, 0.963, -0.832], [0.423, 1.749, -1.805], [0.353, 3.064, -1.557], [0.668, 3.643, -0.352], [1.489, 3.182, 1.566], [1.337, 0.802, 1.300], [0.858, -0.086, -1.011], [0.034, 3.649, -2.392], [0.837, 4.721, -0.264]], "forces_ev_per_angstrom": [[0.24, -0.33, 0.44], [-0.39, 1.37, -1.59], [-0.86, -0.35, -0.35], [0.99, -0.24, 0.11], [0.62, 1.43, 1.52], [-1.34, -0.93, 0.43], [-0.37, -2.04, 0.47], [0.86, 0.68, -1.48], [-0.40, -0.28, -0.39], [-0.06, -0.43, -0.06], [-1.24, -0.83, 0.22], [0.70, 1.05, 0.18], [0.04, -0.92, -0.14], [0.00, -0.25, -0.77], [-1.00, 0.21, -0.69], [1.46, 0.19, 1.09], [-0.23, 0.34, 0.32], [-0.09, 0.39, -0.21], [0.60, -0.15, -0.44], [0.13, 0.78, 0.35], [0.42, 0.58, 0.30], [-0.20, 1.13, -0.51], [0.24, -0.45, 1.02], [-0.15, -0.95, -0.01], [0.19, 0.86, -0.35], [-0.31, -1.72, 1.85], [1.18, 2.83, 1.48], [-1.02, -1.66, -1.65], [0.25, -0.47, -0.33], [0.09, -0.15, -0.03], [0.48, -0.15, -1.32], [-1.34, -0.45, 0.20], [1.05, -0.27, -1.15], [-0.50, -0.02, 0.85], [1.39, 0.42, 0.50], [-0.61, -1.96, -0.47], [-0.07, -0.15, 0.50], [0.21, 1.13, -1.07], [-0.45, -0.28, -0.06], [-1.13, 0.14, -1.36], [-0.02, 0.01, 0.61], [0.41, 1.36, 0.84], [-0.06, 0.23, -0.27], [0.10, 0.31, 0.27], [-0.32, 0.93, 0.74], [0.28, 0.10, 0.63], [-0.33, -0.89, 0.26], [0.46, -0.14, -0.72], [-0.51, -0.34, -1.00], [1.70, 0.88, 1.68], [-0.08, -0.85, 1.07], [0.54, 0.55, 0.45], [1.01, -0.78, 3.38], [-2.24, 0.31, -2.19], [1.81, 0.66, 0.16], [-1.11, -0.17, -1.84], [-1.01, -0.37, -0.91], [0.32, 0.06, 1.13], [-0.75, -0.43, 0.22], [0.80, 0.01, -0.32], [0.18, -0.54, 0.32], [-1.58, 0.36, -1.32], [1.58, 0.90, 0.31], [-1.84, -1.24, -0.14], [-0.40, 0.00, -0.72], [0.33, 0.34, -0.99], [0.38, -0.10, 0.60], [0.12, 0.29, -0.36], [0.37, 0.54, 0.37], [-0.06, 0.25, -0.13], [0.95, 0.12, 0.60], [-0.54, -0.25, -0.19], [-1.11, 0.47, 1.13], [1.38, -0.40, -1.27], [0.68, -1.13, -0.30], [-0.36, 2.08, -1.11], [0.31, -0.27, 0.99], [-0.65, 1.49, 0.55], [0.46, -0.78, -1.26], [0.13, -0.09, 1.03], [-0.37, -0.38, -0.33], [-0.93, 0.34, 0.56], [-0.28, -2.41, -0.20], [1.38, 1.79, 0.81], [0.14, -0.87, -0.93], [0.54, 0.05, 0.48], [-2.02, 0.03, 1.18], [-0.60, 0.47, 0.55], [0.52, -0.66, -0.11], [0.04, -0.29, -0.20], [0.55, -0.86, -0.42], [-0.35, 0.99, 0.46], [0.51, -0.68, -1.00], [-0.60, -0.69, 0.88], [-0.82, 1.81, -0.38], [1.56, -0.24, -1.12], [-0.21, -0.42, 0.43], [0.64, -0.82, -0.25], [0.38, 0.28, -0.42], [-0.95, -0.66, 1.07], [0.69, 0.30, -0.25], [-0.77, -1.66, 0.18], [-1.05, 0.34, -0.81], [0.27, -0.43, 0.65], [-0.84, -0.23, -0.04], [-0.40, -0.11, -0.37], [0.27, 0.96, 0.25], [-0.01, -1.06, 0.21], [-0.78, 0.02, 0.57], [-0.29, 0.86, -2.54], [-1.54, 1.63, 0.41], [1.64, -0.70, -0.04], [0.18, 0.07, -0.05], [-0.19, 0.24, -0.36], [1.16, 1.16, 0.24], [0.63, 0.43, 0.19], [-0.29, 0.89, -0.90], [0.15, -0.11, 0.39], [0.82, 0.05, 0.46], [0.60, -1.12, 0.88], [0.00, -0.63, 0.06], [-0.27, 2.77, -0.18], [0.16, -3.63, 0.39], [0.03, 3.42, -0.18], [0.67, -0.17, -0.22], [1.79, -1.81, 0.52], [-1.34, 2.47, -0.68], [-0.15, -0.27, 0.30], [0.95, -0.88, -0.22], [0.55, 1.92, 0.09], [-1.56, -0.92, 0.58], [1.16, 0.00, -0.97], [0.16, -0.86, 0.14], [-1.71, 0.68, 1.04], [1.42, 0.56, -1.86], [1.29, -1.28, 0.69], [-0.36, -1.18, -0.46], [-0.26, 0.11, 0.33], [-1.15, 0.71, -0.40], [0.11, -1.77, 0.24], [-0.07, 0.94, -0.17], [-0.70, 0.37, 0.14], [-0.32, -0.09, 0.00], [-0.37, -0.46, 0.55], [0.11, -0.11, 0.23], [-1.27, -0.86, 0.02], [-0.62, 1.78, 0.20], [1.30, 0.10, -0.18], [1.25, -0.87, -0.79], [-2.58, -0.62, 0.88], [2.57, 0.67, -0.40], [0.75, -0.72, -0.51], [-2.58, 2.22, 1.42], [2.85, -1.84, -0.89], [-1.74, 0.33, -0.39], [-1.03, -1.15, 0.20], [-0.98, 1.28, 0.07], [2.38, -0.20, -0.05], [-0.28, -1.22, -0.19], [2.52, 1.49, -0.28], [-1.07, 0.03, 0.50], [-0.58, 0.05, 0.00], [0.07, -0.08, 0.18], [-1.04, 0.15, 0.08], [0.43, 0.20, 0.38], [0.35, 0.53, -0.29], [-0.23, -0.86, 0.08], [-0.55, -0.31, 0.09], [-0.76, 1.12, -0.34], [0.59, -1.13, 0.29], [-0.39, 0.19, 1.58], [-0.15, 0.47, -0.78], [-0.26, -0.40, -0.21], [1.37, 0.18, 0.10], [0.15, 0.23, 0.73], [0.00, -0.10, -0.62], [-0.05, -0.65, -0.28], [-0.10, 0.47, -0.40], [-0.57, -0.33, 0.01]], "lowdin_charge": [0.095, -0.261, -0.095, 0.024, -0.071, -0.057, -0.013, -0.116, -0.285, 0.104, -0.092, 0.002, -0.070, -0.051, -0.003, -0.088, 0.125, 0.091, 0.107, 0.133, 0.130, 0.105, 0.117, 0.131, 0.102, -0.302, -0.073, 0.054, -0.075, -0.051, -0.009, -0.104, -0.266, 0.098, -0.090, -0.021, -0.050, -0.044, 0.002, -0.081, 0.114, 0.058, 0.094, 0.134, 0.138, 0.109, 0.091, 0.131, 0.093, -0.268, -0.112, 0.015, -0.069, -0.068, 0.020, -0.082, -0.237, 0.048, -0.097, -0.001, -0.041, -0.044, -0.005, -0.094, 0.132, 0.131, 0.106, 0.088, 0.125, 0.102, 0.097, 0.133, 0.098, -0.260, -0.094, 0.021, -0.027, -0.074, -0.006, -0.108, -0.285, 0.077, -0.043, 0.011, -0.065, -0.036, -0.003, -0.067, 0.113, 0.110, 0.121, 0.077, 0.118, 0.090, 0.137, 0.100, 0.089, -0.264, -0.074, -0.010, -0.038, -0.030, 0.002, -0.109, -0.268, 0.111, -0.078, -0.004, -0.031, -0.032, 0.012, -0.087, 0.122, 0.117, 0.092, 0.121, 0.107, 0.095, 0.117, 0.097, 0.097, -0.282, -0.100, -0.042, -0.070, -0.051, 0.012, -0.043, -0.265, 0.089, -0.081, 0.007, -0.061, -0.067, -0.006, -0.083, 0.140, 0.103, 0.120, 0.100, 0.134, 0.108, 0.117, 0.139, 0.091, -0.303, -0.110, -0.013, -0.031, -0.061, -0.027, -0.095, -0.302, 0.148, -0.040, -0.016, -0.044, -0.037, -0.024, -0.075, 0.112, 0.098, 0.109, 0.142, 0.112, 0.080, 0.122, 0.117, -0.078, -0.055, -0.156, 0.084, -0.158, -0.045, 0.087, 0.087, 0.096, 0.092, 0.114]}

---

Calculated values (eV) of orbital gap for the records, taken in order: 11.6 8.0.
Calculated values (eV) of E for the records, taken in order: -21749.4588 -137956.1546.
Calculated values (eV) of HOMO for the records, taken in order: -11.06 -9.36.